Computed, not measured: C33H28BrN4O3PSTi as an isolated structure, with ωB97M-V/def2-TZVPD.

```
72
Properties=species:S:1:pos:R:3:forces:R:3:mulliken_charge:R:1
Br 9.130 -1.538 -0.633 -0.002 -0.001 0.000 -0.15
Ti 0.633 -0.936 -0.612 0.184 0.413 0.748 -0.39
S 0.500 -1.625 1.745 -0.089 -0.074 -0.172 -0.60
P -1.244 1.330 0.854 0.026 0.069 0.003 0.42
O 2.450 0.020 -0.899 0.148 -0.025 0.063 -0.77
O 2.299 -2.150 -0.843 0.023 0.054 -0.161 -0.56
O -0.720 0.543 -0.353 0.097 -0.263 -0.056 0.70
N -0.631 -2.597 -0.793 -0.030 -0.033 0.089 1.67
N 0.030 -0.834 -2.667 -0.154 0.072 -0.221 0.40
N -0.430 -4.012 2.353 -0.004 -0.014 -0.003 -0.40
N -0.822 -3.501 0.196 -0.024 -0.079 0.151 -1.62
C 1.128 2.543 1.359 0.010 0.018 0.041 -0.53
C -3.947 -1.508 1.842 -0.005 -0.005 0.000 -0.66
C -1.979 2.838 0.224 0.114 0.056 0.053 0.57
C -4.146 0.234 3.489 0.015 0.017 0.002 -0.78
C 7.250 -1.408 -0.703 0.002 -0.005 0.001 0.12
C 6.660 -0.154 -0.780 -0.017 0.032 -0.004 -0.63
C -1.246 -0.735 -5.100 -0.076 -0.047 -0.087 -0.49
C 2.233 2.901 2.110 0.006 0.008 -0.019 -0.78
C -2.972 4.051 -1.597 0.008 -0.029 -0.002 -0.68
C -2.180 3.931 1.065 0.026 0.021 0.002 -0.49
C -1.584 -1.710 -4.175 -0.026 -0.070 -0.065 -0.95
C -0.924 -1.741 -2.957 0.025 -0.001 -0.158 0.72
C -3.135 0.946 2.862 -0.011 -0.009 -0.008 -0.23
C 5.110 -2.468 -0.727 0.001 -0.039 -0.001 -0.35
C 5.281 -0.063 -0.830 0.033 0.026 0.004 -0.33
C -3.182 5.135 -0.756 0.003 -0.003 0.027 -0.52
C -4.548 -0.994 2.982 0.002 -0.006 -0.011 -0.61
C -0.292 -3.134 1.349 -0.024 0.022 0.015 0.77
C 0.343 0.109 -3.555 0.082 -0.108 0.057 -0.16
C -1.222 -2.756 -1.925 -0.160 -0.210 -0.108 0.83
C 1.309 1.761 4.019 -0.014 -0.010 -0.004 -0.77
C -2.153 -3.883 -2.219 -0.028 -0.013 -0.052 -2.00
C -2.785 5.076 0.574 -0.017 0.013 -0.026 -0.69
C -2.515 0.421 1.729 -0.033 -0.029 -0.052 0.67
C 4.506 -1.218 -0.805 -0.031 0.037 -0.009 0.01
C -2.370 2.900 -1.110 -0.056 0.005 0.003 -0.31
C -2.935 -0.801 1.212 0.013 -0.027 0.031 -0.54
C 2.320 2.514 3.441 -0.003 -0.002 0.005 -0.50
C 0.106 1.786 1.938 -0.065 0.063 0.036 0.46
C -0.264 0.189 -4.793 0.029 0.101 -0.016 -1.03
C 3.040 -1.116 -0.856 0.006 0.082 -0.100 1.58
C 0.202 1.390 3.269 0.058 -0.002 -0.034 -0.31
C 6.488 -2.568 -0.675 0.003 -0.030 -0.002 -0.60
H -3.276 4.103 -2.635 0.001 0.002 0.013 0.43
H 1.120 0.800 -3.252 0.003 0.032 0.017 0.57
H -4.621 0.641 4.371 0.003 -0.004 -0.008 0.43
H -3.651 6.032 -1.139 0.004 -0.008 0.003 0.40
H -1.749 -0.703 -6.058 0.006 0.001 0.015 0.45
H 1.385 1.451 5.053 -0.003 0.004 -0.016 0.44
H 3.026 3.483 1.659 -0.006 -0.002 0.008 0.47
H 4.491 -3.356 -0.706 0.006 0.004 0.002 0.45
H 1.060 2.847 0.321 -0.008 0.009 -0.023 0.40
H -0.849 -4.908 2.168 0.006 0.000 0.006 0.23
H -2.938 5.927 1.224 0.002 -0.011 -0.008 0.43
H -0.562 0.770 3.714 -0.088 -0.027 0.013 0.52
H 7.277 0.734 -0.800 -0.013 -0.012 0.002 0.43
H -2.842 1.909 3.260 0.045 0.037 0.006 0.39
H -2.467 -1.203 0.325 0.000 0.001 0.008 0.29
H -5.337 -1.548 3.475 0.008 0.003 -0.005 0.41
H -2.201 2.051 -1.760 0.004 0.001 -0.005 0.33
H -1.845 3.902 2.096 0.001 -0.014 -0.016 0.31
H 4.796 0.903 -0.887 -0.005 -0.010 -0.001 0.45
H -0.018 -3.825 3.248 0.007 0.003 0.006 0.23
H 3.183 2.798 4.030 -0.010 -0.006 -0.008 0.43
H 0.026 0.960 -5.493 0.002 -0.011 0.013 0.46
H -2.344 -2.442 -4.404 0.004 0.008 0.018 0.46
H -2.250 -4.516 -1.344 -0.001 -0.003 0.006 0.40
H 6.972 -3.532 -0.612 -0.007 0.011 -0.001 0.43
H -3.137 -3.502 -2.498 -0.001 -0.012 0.000 0.39
H -1.778 -4.481 -3.052 -0.008 0.023 -0.003 0.44
H -4.262 -2.464 1.443 0.002 0.009 0.004 0.47
```
Positions in Å, forces in eV/Å.

⟨S²⟩: 0.75
Total charge: +1
2S+1: 2
ΔE to the lowest compared entry with this formula, charge and spin: 0.00 kcal/mol
Frontier orbital gap (spin up / spin down): 0.2706 / 0.2763 Eh



Computed, not measured: C33H28CdCl2N3OS4 as an isolated structure, with ωB97M-V/def2-TZVPD.

```
72
Properties=species:S:1:pos:R:3:forces:R:3:mulliken_charge:R:1
Cd 0.829 0.958 0.165 0.132 0.012 0.024 1.63
Cl 4.017 -2.801 1.724 -0.017 0.020 -0.088 -0.25
Cl 4.686 -4.225 -3.419 -0.046 0.078 0.053 -0.31
S 2.176 2.360 -1.468 -0.049 -0.062 -0.151 -0.58
S -0.531 2.743 1.374 0.038 -0.030 0.107 -0.51
S -1.019 -0.459 -1.669 0.074 0.079 0.129 -0.18
S -0.756 0.798 4.057 -0.039 0.016 0.037 -0.17
O 2.444 -0.565 0.605 -0.076 0.044 0.033 -1.13
N -0.163 -1.110 1.304 -0.036 -0.119 0.044 0.88
N -3.351 -0.871 0.717 -0.123 0.159 -0.039 -0.39
N 1.663 -0.236 -2.076 0.055 -0.101 -0.390 1.80
C 1.218 4.889 4.309 -0.005 -0.014 -0.042 -0.51
C 2.888 0.943 -3.741 0.025 -0.005 -0.042 -0.90
C 0.784 4.416 3.082 -0.011 0.012 -0.006 -0.67
C -0.177 -3.630 2.468 0.000 0.004 -0.007 -0.69
C -0.982 -2.065 -0.833 -0.056 -0.047 0.031 -1.36
C 0.114 -0.339 -4.165 0.133 -0.072 -0.111 -1.04
C 0.409 2.900 5.354 -0.023 -0.012 -0.032 -0.36
C 3.148 -2.062 -2.665 0.023 -0.024 -0.020 0.19
C 2.871 -1.376 -0.288 0.000 -0.015 0.030 -0.52
C 0.225 -1.283 2.579 0.050 0.101 -0.127 0.17
C 3.683 -2.495 0.038 0.009 0.003 0.021 0.48
C 1.021 4.137 5.460 -0.020 -0.020 -0.010 -0.52
C -5.906 1.122 -0.230 0.004 0.014 0.052 -1.80
C 2.865 -1.751 -4.102 -0.050 0.017 0.029 -1.02
C 0.253 -1.794 -3.677 0.069 0.051 -0.066 -1.01
C 0.131 3.183 2.951 -0.012 -0.033 0.049 0.20
C 1.303 -0.566 -5.125 0.004 -0.062 0.066 -0.19
C -3.852 0.161 0.633 -0.074 0.133 -0.006 -0.38
C -0.547 -2.169 0.612 0.007 0.108 -0.001 0.36
C 1.429 -2.027 -4.630 0.039 0.132 0.016 -0.70
C 2.741 -0.250 -4.622 0.023 0.001 0.029 -0.08
C -4.901 1.950 1.934 0.065 -0.051 0.046 -1.63
C 3.960 -3.117 -2.257 0.034 -0.011 -0.029 0.55
C 2.577 -1.266 -1.679 -0.171 0.097 0.028 -0.56
C 2.297 0.992 -2.546 -0.140 -0.041 0.224 -0.14
C -0.566 -3.453 1.160 0.006 -0.025 -0.008 -1.03
C 0.677 -0.074 3.337 -0.085 -0.024 -0.005 -0.81
C 4.212 -3.340 -0.913 0.035 -0.033 0.023 -0.83
C 0.221 -2.519 3.195 -0.010 -0.046 0.041 -0.80
C -3.790 2.480 -0.247 -0.112 0.030 -0.115 -1.24
C -0.028 2.414 4.122 0.038 0.049 -0.066 0.12
C 0.451 -0.635 -2.737 0.087 0.114 0.303 -0.33
C -4.603 1.439 0.521 0.006 -0.264 0.026 2.35
H 0.935 5.003 2.185 -0.002 0.002 0.009 0.43
H 4.830 -4.173 -0.607 -0.008 0.007 -0.001 0.45
H 1.716 5.849 4.366 -0.009 0.002 -0.010 0.34
H 1.362 -0.356 4.133 0.032 -0.024 0.002 0.66
H 1.069 -0.331 -6.161 -0.004 -0.013 -0.006 0.42
H 1.352 4.503 6.424 0.001 -0.010 -0.004 0.37
H -3.971 2.148 2.468 -0.003 0.005 -0.007 0.28
H 1.190 0.622 2.679 0.041 -0.007 -0.015 0.10
H 0.261 2.283 6.233 0.012 -0.009 -0.013 0.42
H -3.538 2.124 -1.248 0.055 0.005 0.025 0.30
H 3.401 -0.144 -5.483 0.023 -0.016 -0.010 0.67
H 3.402 1.819 -4.119 -0.011 -0.017 -0.008 0.40
H -0.875 -4.290 0.547 -0.007 0.006 0.004 0.51
H -6.499 2.035 -0.315 0.007 -0.011 0.000 0.40
H -5.693 0.751 -1.232 -0.003 0.007 -0.006 0.36
H -0.172 -4.616 2.914 -0.002 0.013 0.000 0.41
H -0.777 0.220 -4.415 -0.014 -0.037 0.019 0.46
H 3.595 -2.277 -4.712 -0.017 0.002 -0.050 0.88
H -1.990 -2.473 -0.897 -0.013 0.013 0.020 0.88
H -5.483 1.223 2.502 0.002 0.012 -0.008 0.40
H 1.301 -2.875 -5.299 -0.024 -0.001 0.001 0.47
H -4.391 3.388 -0.343 -0.033 -0.049 -0.032 0.47
H -0.326 -2.703 -1.423 -0.002 -0.025 0.010 0.76
H -0.525 -2.521 -3.487 -0.005 0.021 -0.004 0.77
H -5.471 2.879 1.862 0.002 -0.002 0.002 0.42
H 0.548 -2.603 4.223 0.003 -0.008 -0.011 0.49
H -2.885 2.739 0.290 0.186 -0.037 0.016 -0.04
H -6.492 0.371 0.300 -0.005 0.009 0.000 0.42
```
Positions in Å, forces in eV/Å.

Total charge: -1
2S+1: 1
ΔE to the lowest compared entry with this formula, charge and spin: 85.58 kcal/mol
Frontier orbital gap: 0.2493 Eh



Computed, not measured: C33H28CoN5S as an isolated structure, with ωB97M-V/def2-TZVPD.

```
68
Properties=species:S:1:pos:R:3:forces:R:3:mulliken_charge:R:1
Co 0.244 0.175 -0.158 0.282 0.075 -0.192 0.01
S -0.218 2.999 3.610 0.190 0.153 0.014 -0.13
N -1.234 1.614 -0.842 -0.219 0.094 0.020 1.31
N 0.846 -1.587 0.984 -0.014 -0.071 0.115 1.29
N -1.540 -0.724 0.337 -0.111 -0.049 -0.002 0.55
N 0.484 1.376 1.784 -0.040 -0.171 -0.251 0.38
N 0.728 -0.522 -1.825 0.062 -0.050 0.527 -0.03
C 0.797 -1.202 -2.876 -0.199 0.233 -0.183 -0.19
C 3.609 -3.712 -2.579 0.039 -0.023 -0.014 -0.89
C 3.194 -1.040 0.774 -0.016 -0.030 0.006 -1.22
C 3.685 -2.753 -4.779 0.007 -0.007 0.005 -0.79
C 0.768 1.676 4.049 -0.135 -0.129 0.029 -0.48
C -1.136 -0.053 -3.982 0.000 -0.030 -0.016 -0.04
C 2.379 -3.181 1.847 0.029 0.036 -0.025 -0.80
C 1.981 -2.053 -3.224 0.036 -0.048 0.014 -0.21
C -1.993 3.459 -2.131 0.069 0.003 -0.008 -0.83
C -2.582 -1.184 -5.534 0.006 0.003 0.005 -0.48
C -0.347 -1.195 -3.860 -0.005 0.021 0.076 0.29
C 1.336 -4.012 2.207 -0.077 0.000 -0.001 -1.10
C -3.899 -0.739 0.204 0.053 -0.059 0.035 -1.06
C -2.719 -2.549 1.262 -0.015 0.049 -0.025 -0.82
C 2.507 -2.926 -2.278 -0.010 0.007 0.008 0.06
C -1.532 -1.890 0.977 0.092 0.013 -0.001 0.46
C 4.205 -3.621 -3.829 -0.006 0.007 0.002 -0.40
C 1.016 0.908 2.961 0.128 0.076 -0.012 -0.63
C -0.176 2.486 1.995 -0.099 -0.090 -0.054 -0.23
C -0.169 -2.395 1.324 -0.160 0.037 -0.033 0.47
C 0.468 3.127 -1.631 -0.025 0.006 0.021 -1.32
C 2.569 -1.984 -4.483 -0.007 0.027 -0.012 -0.05
C -1.801 -2.323 -5.422 0.000 -0.003 -0.015 -0.76
C 0.032 -3.618 1.939 0.133 0.014 -0.016 -0.66
C -0.683 -2.325 -4.598 0.037 -0.027 0.004 -0.27
C -2.242 -0.043 -4.816 -0.004 0.004 -0.012 -0.62
C 2.105 -1.965 1.226 0.035 -0.015 -0.044 0.18
C -3.294 3.005 -2.039 -0.051 -0.086 0.048 -0.98
C -2.673 -0.141 -0.048 0.068 0.103 -0.042 0.80
C -3.908 -1.957 0.866 -0.038 -0.010 -0.002 -1.02
C -3.556 1.828 -1.351 0.106 0.123 -0.084 -0.89
C -0.973 2.732 -1.524 0.007 0.011 -0.047 0.30
C -2.495 1.158 -0.768 -0.035 -0.186 0.091 0.40
H 0.588 4.052 -2.190 0.012 0.004 0.005 0.47
H -0.679 3.033 1.213 -0.047 -0.018 0.012 0.29
H 1.595 -0.002 2.962 -0.020 0.006 0.012 0.34
H -4.101 3.552 -2.509 0.000 0.006 -0.001 0.44
H -4.849 -2.449 1.073 0.000 -0.002 0.004 0.44
H -1.753 4.362 -2.675 -0.010 0.004 -0.002 0.52
H 1.092 1.517 5.064 -0.031 -0.008 0.007 0.46
H -4.826 -0.281 -0.104 -0.010 0.009 0.005 0.46
H 0.907 3.258 -0.639 0.026 -0.004 -0.018 0.25
H 4.145 -2.681 -5.756 -0.001 -0.002 -0.002 0.40
H -2.835 0.858 -4.918 0.001 -0.001 0.004 0.44
H 4.177 -1.466 0.964 0.001 0.005 -0.001 0.48
H 2.153 -1.322 -5.232 -0.002 0.003 -0.003 0.49
H -4.561 1.440 -1.289 -0.018 0.004 -0.009 0.43
H -0.798 -4.257 2.196 0.000 -0.014 0.011 0.47
H -2.058 -3.213 -5.982 0.003 -0.002 0.004 0.41
H 4.000 -4.405 -1.844 -0.004 0.006 0.007 0.42
H 3.082 -0.853 -0.296 0.001 -0.002 -0.015 0.15
H -0.071 -3.216 -4.522 -0.001 -0.006 0.002 0.47
H 2.027 -3.001 -1.311 -0.016 0.012 0.043 0.53
H -2.729 -3.499 1.775 0.000 -0.002 0.010 0.45
H -3.446 -1.179 -6.186 -0.001 0.003 -0.001 0.40
H 3.127 -0.078 1.286 0.002 0.002 -0.011 0.24
H 1.531 -4.962 2.686 0.003 -0.001 0.001 0.44
H 3.407 -3.464 2.032 -0.002 -0.008 0.003 0.56
H 5.066 -4.231 -4.066 0.003 -0.001 0.003 0.40
H 1.024 2.334 -2.137 0.000 -0.008 -0.002 0.19
H -0.860 0.829 -3.420 0.001 0.005 0.005 0.36
```
Positions in Å, forces in eV/Å.

⟨S²⟩: 3.77
Total charge: +1
2S+1: 4
ΔE to the lowest compared entry with this formula, charge and spin: 1.81 kcal/mol
Frontier orbital gap (spin up / spin down): 0.2498 / 0.2507 Eh



no.,E (Eh)
1,-5882.1543
2,-4194.7689
3,-3328.9428